Formula: C4H6N2O
Source: the Open Molecules 2025 dataset
Level of theory: ωB97M-V with the def2-TZVPD basis set

```
! RIJCOSX wB97M-V def2-TZVPD def2/J DEFGRID3
* xyz 0 1
C -0.679 1.444 0.090
C -2.338 -1.285 0.616
C 1.018 -1.112 -0.129
C 1.513 0.327 -0.004
N -1.764 1.903 -0.189
N 0.496 1.282 0.262
O -2.632 -1.087 -0.452
H -2.579 1.904 0.392
H 1.871 -1.776 -0.244
H 0.465 -1.404 0.761
H 0.373 -1.225 -0.996
H 2.231 0.406 0.819
H 2.024 0.624 -0.926
*
```

## Properties
calculated total energy: -9271.7428 eV
gap between HOMO and LUMO: 10.494 eV
E_LUMO: 0.98 eV
maximum force: 1.19 eV/Å

Formula: C5H10O
Source: the Open Molecules 2025 dataset
Level of theory: ωB97M-V with the def2-TZVPD basis set

```
! RIJCOSX wB97M-V def2-TZVPD def2/J DEFGRID3
* xyz 0 1
C -1.038 1.315 -0.523
C -0.657 0.323 0.492
C -1.592 -0.944 0.411
C 0.702 -0.203 -0.037
C 1.946 0.399 0.461
H -0.204 2.041 -0.683
H -1.897 1.968 -0.266
H -1.192 0.835 -1.488
H -0.585 0.709 1.472
H -1.430 -1.397 -0.606
H -2.574 -0.779 0.677
H -1.214 -1.663 1.204
H 1.983 0.130 1.518
H 1.882 1.537 0.295
H 2.820 -0.079 0.012
O 0.781 -1.079 -0.869
*
```

## Properties
structure (SMILES): CC(=O)C(C)C
calculated total energy: -7394.1162 eV
gap between HOMO and LUMO: 10.436 eV
E_LUMO: 0.99 eV
maximum force: 3.58 eV/Å

Formula: C18H42CaFN6O6
Source: the Open Molecules 2025 dataset
Level of theory: ωB97M-V with the def2-TZVPD basis set

```
! RIJCOSX wB97M-V def2-TZVPD def2/J DEFGRID3
* xyz 1 1
Ca 0.667 -0.767 -0.133
F 3.056 -2.938 -0.251
C 0.435 1.362 -5.892
C -0.453 0.795 -4.741
O 0.023 0.179 -3.766
N -1.771 0.868 -4.956
C -2.863 0.421 -4.093
H 1.198 0.622 -6.133
H 0.954 2.273 -5.594
H -0.186 1.623 -6.749
H -2.119 1.315 -5.792
H -2.476 -0.020 -3.175
H -3.498 -0.285 -4.628
H -3.480 1.228 -3.696
C 2.943 -0.168 5.469
C 3.423 -0.158 4.087
O 2.630 -0.071 3.155
N 4.752 -0.240 3.997
C 5.543 -0.439 2.797
H 2.253 0.633 5.735
H 3.774 -0.028 6.161
H 2.475 -1.116 5.735
H 5.291 -0.119 4.842
H 5.050 -0.138 1.873
H 5.680 -1.510 2.650
H 6.505 0.067 2.875
C 4.735 2.481 -1.722
C 3.728 2.958 -0.689
O 2.727 2.337 -0.497
N 3.983 4.072 0.045
C 3.158 4.638 1.045
H 5.076 1.467 -1.513
H 5.533 3.193 -1.935
H 4.163 2.391 -2.646
H 4.812 4.598 -0.190
H 2.757 3.918 1.758
H 2.299 5.066 0.528
H 3.710 5.468 1.487
C -1.355 -5.811 -0.806
C -1.312 -4.820 -1.983
O -1.192 -3.644 -1.785
N -1.531 -5.334 -3.176
C -1.496 -4.612 -4.457
H -0.454 -5.678 -0.208
H -1.468 -6.861 -1.077
H -2.223 -5.493 -0.229
H -1.568 -6.341 -3.254
H -2.416 -4.123 -4.777
H -1.148 -5.212 -5.298
H -0.752 -3.817 -4.427
C -2.844 -3.098 4.446
C -3.214 -2.548 3.135
O -2.359 -2.058 2.342
N -4.565 -2.606 2.856
C -5.166 -1.981 1.659
H -2.937 -4.182 4.517
H -3.464 -2.667 5.232
H -1.791 -2.858 4.594
H -5.140 -3.055 3.555
H -5.261 -0.902 1.780
H -6.164 -2.402 1.537
H -4.560 -2.247 0.793
C -2.116 3.174 2.571
C -1.852 3.191 1.065
O -1.599 2.143 0.439
N -1.919 4.398 0.482
C -1.552 4.702 -0.895
H -2.034 4.161 3.027
H -1.410 2.477 3.023
H -3.072 2.689 2.766
H -2.214 5.205 1.014
H -2.388 4.523 -1.572
H -0.794 4.008 -1.259
H -1.158 5.702 -1.075
*
```

## Properties
calculated total energy: -61724.9304 eV
gap between HOMO and LUMO: 6.921 eV
E_LUMO: -3.50 eV
maximum force: 3.40 eV/Å

Formula: C2F2N2O
Source: the Open Molecules 2025 dataset
Level of theory: ωB97M-V with the def2-TZVPD basis set

```
! RIJCOSX wB97M-V def2-TZVPD def2/J DEFGRID3
* xyz 0 1
C 1.116 0.818 -0.198
C -1.985 -0.297 -0.336
N 1.725 -0.264 0.103
N 2.179 -1.317 -0.013
O -2.744 0.369 -0.912
F 1.024 1.676 0.821
F -2.045 -0.847 0.866
*
```

## Properties
calculated total energy: -12530.4282 eV
gap between HOMO and LUMO (alpha / beta): 8.491 / 8.141 eV
E_LUMO (alpha / beta): -1.43 / -1.76 eV
maximum force: 3.24 eV/Å

Formula: C7H21BO4V
Source: the Open Molecules 2025 dataset
Level of theory: ωB97M-V with the def2-TZVPD basis set

```
! RIJCOSX wB97M-V def2-TZVPD def2/J DEFGRID3
* xyz -2 4
V 0.732 -0.720 1.413
B 2.444 -1.780 0.386
H 1.405 -2.407 0.352
H 3.315 -2.397 -0.207
H 2.255 -0.694 -0.102
H 2.703 -1.658 1.558
C -2.113 -0.900 -0.310
O -1.018 -1.288 0.362
H -3.077 -1.194 0.184
H -2.248 0.201 -0.448
H -2.157 -1.324 -1.344
C 0.192 -2.049 4.255
O 0.932 -1.209 3.492
H -0.749 -2.401 3.770
H 0.743 -2.981 4.535
H -0.143 -1.592 5.220
C -0.773 2.758 0.316
C -0.094 2.180 1.554
O 1.001 1.414 1.242
H -1.591 3.436 0.614
H -1.181 1.971 -0.312
H -0.048 3.390 -0.205
H -0.834 1.640 2.183
H 0.207 3.049 2.195
C 1.079 0.224 -2.407
C 0.224 0.226 -3.630
O 0.596 -0.162 -4.720
C -1.157 0.814 -3.457
H 0.618 -0.334 -1.588
H 1.226 1.244 -2.044
H 2.055 -0.221 -2.598
H -1.274 1.309 -2.495
H -1.860 -0.025 -3.480
H -1.409 1.477 -4.285
*
```

## Properties
<S²>: 3.76
calculated total energy: -42151.4310 eV
gap between HOMO and LUMO (alpha / beta): 4.395 / 6.611 eV
E_LUMO (alpha / beta): 5.38 / 5.38 eV
maximum force: 1.03 eV/Å

Formula: C15H22N4O3S
Source: the Open Molecules 2025 dataset
Level of theory: ωB97M-V with the def2-TZVPD basis set

```
! RIJCOSX wB97M-V def2-TZVPD def2/J DEFGRID3
* xyz 0 1
C -5.075 -3.661 -1.418
C -4.533 -2.940 -0.190
C -3.173 -2.305 -0.468
H -2.464 -3.078 -0.771
H -3.263 -1.591 -1.290
C -2.623 -1.578 0.765
C -1.301 -0.965 0.440
N -1.320 0.228 -0.130
C -0.163 0.787 -0.458
C 1.050 0.103 -0.245
C 0.955 -1.152 0.366
N -0.218 -1.679 0.713
N 2.096 -1.854 0.615
C 3.353 -1.372 0.291
O 4.349 -2.014 0.527
N 3.413 -0.131 -0.313
C 2.323 0.667 -0.626
O 2.445 1.745 -1.177
C 4.743 0.348 -0.648
H 5.223 -0.346 -1.338
H 4.631 1.327 -1.109
H 5.348 0.417 0.256
C 2.040 -3.160 1.243
H 0.999 -3.372 1.468
H 2.639 -3.152 2.153
H 2.449 -3.910 0.567
S -0.132 2.357 -1.175
C -1.897 2.815 -1.017
H -2.452 1.884 -0.928
H -2.167 3.359 -1.920
C -2.109 3.682 0.212
O -1.815 2.920 1.358
C -1.929 3.652 2.549
H -2.950 4.030 2.687
H -1.235 4.502 2.563
H -1.683 2.969 3.359
H -1.456 4.568 0.167
H -3.156 4.029 0.243
H -2.496 -2.287 1.583
H -3.314 -0.788 1.061
H -5.237 -2.164 0.116
H -4.439 -3.648 0.636
H -6.044 -4.107 -1.202
H -5.193 -2.968 -2.247
H -4.395 -4.452 -1.727
*
```

## Properties
structure (SMILES): CCCCc1nc(SCCOC)c2c(=O)n(C)c(=O)n(C)c2n1
calculated total energy: -38851.9689 eV
gap between HOMO and LUMO: 9.181 eV
E_LUMO: 0.39 eV
maximum force: 0.90 eV/Å

Formula: C3H9N2O
Source: the Open Molecules 2025 dataset
Level of theory: ωB97M-V with the def2-TZVPD basis set

```
! RIJCOSX wB97M-V def2-TZVPD def2/J DEFGRID3
* xyz 1 1
C -1.080 1.797 -0.775
C -0.815 1.202 0.415
C 0.464 0.623 0.669
N 1.487 0.508 -0.148
N -0.147 -1.790 0.089
O 0.534 0.399 1.905
H -2.038 2.340 -1.130
H -0.443 1.772 -1.663
H -1.486 1.283 1.234
H 2.218 -0.136 -0.031
H 1.163 0.511 -1.084
H -0.774 -2.016 -0.725
H -0.629 -1.669 0.889
H 0.429 -2.707 0.063
H 1.396 0.004 2.225
*
```

## Properties
calculated total energy: -8276.7701 eV
gap between HOMO and LUMO: 9.838 eV
E_LUMO: -4.69 eV
maximum force: 6.76 eV/Å

Formula: C3H8O3
Source: the Open Molecules 2025 dataset
Level of theory: ωB97M-V with the def2-TZVPD basis set

```
! RIJCOSX wB97M-V def2-TZVPD def2/J DEFGRID3
* xyz 0 1
C -0.878 0.568 -0.195
C 1.625 -0.594 0.279
C -1.649 -0.737 -0.097
O 1.050 1.937 0.461
O 1.849 1.566 -0.516
O 0.210 0.570 0.743
H -1.519 1.410 0.072
H -0.465 0.726 -1.195
H 2.472 -0.355 0.905
H 1.022 -1.441 0.574
H 1.836 -0.467 -0.788
H -2.521 -0.686 -0.753
H -1.041 -1.586 -0.414
H -1.991 -0.912 0.925
*
```

## Properties
calculated total energy: -9374.6861 eV
gap between HOMO and LUMO: 8.065 eV
E_LUMO: 0.09 eV
maximum force: 2.76 eV/Å

Formula: C6H24O6
Source: the Open Molecules 2025 dataset
Level of theory: ωB97M-V with the def2-TZVPD basis set

```
! RIJCOSX wB97M-V def2-TZVPD def2/J DEFGRID3
* xyz 0 1
C -1.634 2.823 3.721
O -0.754 3.806 3.190
H -1.532 1.896 3.142
H -1.333 2.608 4.744
H -2.661 3.196 3.657
H -0.894 3.866 2.232
C 0.845 -2.404 -3.205
O 0.098 -3.453 -3.785
H 1.382 -2.789 -2.329
H 1.605 -1.951 -3.843
H 0.191 -1.634 -2.778
H -0.012 -3.277 -4.721
C 0.004 0.387 0.568
O 0.333 -0.513 -0.464
H 0.883 0.996 0.806
H -0.754 1.111 0.258
H -0.369 -0.070 1.488
H 0.399 -1.410 -0.083
C 4.056 -0.861 -1.374
O 2.947 -0.328 -2.047
H 4.985 -0.390 -1.708
H 4.125 -0.685 -0.295
H 4.155 -1.925 -1.615
H 2.133 -0.579 -1.591
C -0.545 -4.185 0.213
O -0.539 -2.845 0.698
H 0.360 -4.426 -0.353
H -0.677 -4.942 0.982
H -1.325 -4.253 -0.549
H -0.647 -2.861 1.651
C -2.669 4.403 0.775
O -1.526 3.680 0.304
H -3.476 3.746 1.107
H -2.355 4.967 1.648
H -3.031 5.117 0.035
H -1.770 3.180 -0.479
*
```

## Properties
structure (SMILES): CO.CO.CO.CO.CO.CO
calculated total energy: -18893.3101 eV
gap between HOMO and LUMO: 10.375 eV
E_LUMO: 0.45 eV
maximum force: 1.14 eV/Å

Formula: C18H36BrN4O32S8
Source: the Open Molecules 2025 dataset
Level of theory: ωB97M-V with the def2-TZVPD basis set

```
! RIJCOSX wB97M-V def2-TZVPD def2/J DEFGRID3
* xyz 1 1
Br 5.715 -2.716 1.910
N 4.703 -1.248 2.452
C 3.370 -1.386 2.560
N 2.785 -2.675 2.236
C 1.395 -2.377 2.490
N 1.233 -1.021 2.921
N 2.430 -0.383 2.958
H 5.105 -0.338 2.707
H 0.555 -3.119 2.344
H 0.349 -0.553 3.181
H 2.677 0.584 3.196
C 1.545 0.314 -1.171
C 1.657 1.286 -0.009
O 1.157 2.523 -0.509
S -0.004 2.219 -1.602
O -1.274 2.328 -0.951
O 0.313 2.925 -2.805
O 0.319 0.646 -1.823
H 2.359 0.457 -1.883
H 1.531 -0.725 -0.840
H 2.685 1.399 0.339
H 1.022 0.979 0.828
C -2.631 0.603 5.491
C -1.889 1.252 6.646
O -0.644 1.684 6.087
S -0.877 2.096 4.537
O -1.039 3.514 4.465
O 0.078 1.383 3.732
O -2.329 1.407 4.347
H -2.262 -0.409 5.303
H -3.707 0.570 5.659
H -1.721 0.563 7.473
H -2.420 2.135 7.012
C 2.147 -4.191 -2.654
C 3.543 -3.621 -2.466
O 3.776 -2.821 -3.627
S 2.369 -2.185 -4.124
O 2.273 -0.852 -3.608
O 2.198 -2.495 -5.509
O 1.386 -3.137 -3.252
H 2.156 -5.039 -3.345
H 1.696 -4.498 -1.710
H 4.302 -4.398 -2.376
H 3.588 -2.966 -1.589
C 4.948 -7.651 -4.921
C 6.431 -7.317 -4.952
O 6.682 -6.637 -3.719
S 5.695 -7.230 -2.578
O 6.415 -8.207 -1.822
O 5.001 -6.134 -1.967
O 4.670 -8.006 -3.564
H 4.341 -6.778 -5.177
H 4.697 -8.475 -5.590
H 6.698 -6.688 -5.800
H 7.041 -8.225 -4.967
C -1.133 4.400 -6.150
C 0.332 4.041 -5.962
O 0.684 3.298 -7.130
S -0.177 3.850 -8.389
O 0.635 4.779 -9.116
O -0.831 2.740 -9.010
O -1.274 4.693 -7.542
H -1.781 3.551 -5.914
H -1.428 5.260 -5.548
H 0.502 3.450 -5.063
H 0.957 4.939 -5.931
C -7.330 3.245 4.454
C -5.879 3.377 4.887
O -5.674 2.312 5.819
S -6.605 1.051 5.394
O -5.798 0.132 4.644
O -7.377 0.656 6.531
O -7.569 1.838 4.359
H -8.007 3.656 5.208
H -7.519 3.729 3.496
H -5.670 4.341 5.351
H -5.200 3.224 4.044
C -12.356 4.836 4.861
C -12.842 4.911 3.422
O -11.783 5.550 2.707
S -10.367 5.149 3.387
O -9.799 4.067 2.639
O -9.649 6.351 3.681
O -10.959 4.549 4.772
H -12.475 5.797 5.368
H -12.869 4.060 5.430
H -13.768 5.476 3.325
H -12.980 3.911 2.999
C 9.293 -1.988 -2.515
C 8.372 -3.187 -2.351
O 7.662 -2.942 -1.135
S 7.458 -1.343 -0.954
O 6.147 -1.001 -1.420
O 7.942 -0.969 0.341
O 8.533 -0.864 -2.067
H 10.177 -2.079 -1.877
H 9.607 -1.848 -3.550
H 8.919 -4.128 -2.295
H 7.642 -3.239 -3.164
*
```

## Properties
calculated total energy: -247438.2487 eV
gap between HOMO and LUMO: 8.383 eV
E_LUMO: -3.52 eV
maximum force: 6.68 eV/Å

Formula: C2H4N2O
Source: the Open Molecules 2025 dataset
Level of theory: ωB97M-V with the def2-TZVPD basis set

```
! RIJCOSX wB97M-V def2-TZVPD def2/J DEFGRID3
* xyz 0 1
C -0.890 0.415 -1.960
C -0.450 0.132 0.560
N -1.114 -0.694 -2.616
N -0.416 -0.154 -0.886
O -0.608 -1.351 -1.457
H -1.068 1.455 -2.140
H -0.782 -0.922 0.976
H 0.496 0.550 0.972
H -1.182 0.880 0.701
*
```

## Properties
calculated total energy: -7161.6414 eV
gap between HOMO and LUMO: 10.151 eV
E_LUMO: 0.81 eV
maximum force: 4.05 eV/Å

Formula: C5H7NO
Source: the Open Molecules 2025 dataset
Level of theory: ωB97M-V with the def2-TZVPD basis set

```
! RIJCOSX wB97M-V def2-TZVPD def2/J DEFGRID3
* xyz 0 1
C -1.185 -2.235 -0.588
C -0.919 -1.673 0.536
C -0.141 -0.423 0.932
C 1.421 -0.293 0.313
C 0.561 1.712 -0.550
H -0.878 -1.841 -1.440
H -1.745 -3.184 -0.591
H -1.403 -1.874 1.547
H -0.315 0.218 1.967
H 1.920 -1.140 -0.178
H 2.053 0.106 1.272
H 1.499 1.852 -1.293
N 0.323 0.459 -0.177
O -0.227 2.515 -0.487
*
```

## Properties
structure (SMILES): C=C[C@H]1CN1C=O
calculated total energy: -8831.4682 eV
gap between HOMO and LUMO: 10.504 eV
E_LUMO: 0.89 eV
maximum force: 8.84 eV/Å

Formula: C5H8O
Source: the Open Molecules 2025 dataset
Level of theory: ωB97M-V with the def2-TZVPD basis set

```
! RIJCOSX wB97M-V def2-TZVPD def2/J DEFGRID3
* xyz 0 1
C -2.705 -0.401 -0.085
C -1.316 -0.970 -0.336
C 0.986 -0.357 -0.246
C 1.903 0.645 0.278
C 2.592 1.531 0.701
H -3.467 -1.211 -0.154
H -2.763 0.016 0.948
H -2.901 0.421 -0.839
H -1.209 -1.293 -1.392
H -1.092 -1.809 0.363
H 1.080 -1.268 0.331
H 1.192 -0.575 -1.310
H 3.250 2.263 1.035
O -0.357 0.096 -0.106
*
```

## Properties
structure (SMILES): C#CCOCC
calculated total energy: -7359.5533 eV
gap between HOMO and LUMO: 10.953 eV
E_LUMO: 1.06 eV
maximum force: 1.36 eV/Å

Formula: C7H10O
Source: the Open Molecules 2025 dataset
Level of theory: ωB97M-V with the def2-TZVPD basis set

```
! RIJCOSX wB97M-V def2-TZVPD def2/J DEFGRID3
* xyz 0 1
C 0.493 1.426 -1.178
C -1.012 -0.616 -1.451
C -0.391 0.428 -0.563
C -0.610 0.327 0.920
C 1.226 0.399 -0.335
C 1.380 -1.197 1.749
O -1.625 -0.523 1.449
C 0.801 -0.292 0.956
H -2.468 -0.253 1.051
H -0.669 1.309 1.406
H 0.677 1.389 -2.248
H 0.433 2.445 -0.804
H 2.092 0.982 -0.025
H -1.255 -0.205 -2.436
H -0.355 -1.478 -1.605
H -1.953 -1.002 -1.046
H 0.878 -1.537 2.647
H 2.358 -1.600 1.512
*
```

## Properties
structure (SMILES): C=C1[C@H](O)[C@]2(C)C[C@@H]12
calculated total energy: -9462.1021 eV
gap between HOMO and LUMO: 7.307 eV
E_LUMO: 0.57 eV
maximum force: 4.74 eV/Å

Formula: C4H4N
Source: the Open Molecules 2025 dataset
Level of theory: ωB97M-V with the def2-TZVPD basis set

```
! RIJCOSX wB97M-V def2-TZVPD def2/J DEFGRID3
* xyz 1 1
C -2.053 0.423 0.801
C 1.175 -1.610 -0.464
C -0.963 0.703 0.440
C 0.948 -0.458 -0.418
N 0.405 0.808 -0.406
H -2.590 -0.044 1.541
H 1.804 -2.425 -0.327
H 1.124 1.272 0.186
H 0.149 1.332 -1.354
*
```

## Properties
structure (SMILES): C#C[NH2+]C#C
calculated total energy: -5688.4120 eV
gap between HOMO and LUMO: 11.176 eV
E_LUMO: -4.93 eV
maximum force: 6.21 eV/Å

Formula: C5H13NO2S
Source: the Open Molecules 2025 dataset
Level of theory: ωB97M-V with the def2-TZVPD basis set

```
! RIJCOSX wB97M-V def2-TZVPD def2/J DEFGRID3
* xyz 0 1
C 1.573 -0.036 2.086
C 0.874 -1.962 -1.199
C 0.748 0.761 0.939
C -0.066 -0.779 -1.138
C -0.292 -0.183 0.288
N -1.523 2.110 -0.768
O -2.968 -0.482 -0.423
O -1.003 -1.080 1.049
S -2.076 0.063 0.511
H 1.093 -1.027 2.283
H 1.516 0.545 3.023
H 2.637 -0.238 1.799
H 1.880 -1.674 -1.602
H 0.925 -2.463 -0.240
H 0.482 -2.655 -1.894
H 1.530 1.059 0.275
H 0.151 1.631 1.210
H -1.124 -1.005 -1.412
H 0.129 0.061 -1.779
H -0.607 2.288 -1.086
H -1.672 3.205 -0.461
H -2.206 1.861 -1.460
*
```

## Properties
calculated total energy: -21813.2800 eV
gap between HOMO and LUMO: 9.498 eV
E_LUMO: 0.62 eV
maximum force: 5.80 eV/Å

Formula: C4H8O2
Source: the Open Molecules 2025 dataset
Level of theory: ωB97M-V with the def2-TZVPD basis set

```
! RIJCOSX wB97M-V def2-TZVPD def2/J DEFGRID3
* xyz 0 1
O 1.106 -0.567 -1.703
C 0.477 0.247 -0.741
C -0.923 -0.248 -0.357
C -1.024 0.058 1.148
O 0.215 0.653 1.517
C 1.191 0.197 0.606
H 0.609 -0.455 -2.520
H 0.450 1.291 -1.085
H -0.947 -1.325 -0.547
H -1.703 0.222 -0.959
H -1.191 -0.856 1.738
H -1.824 0.762 1.389
H 2.058 0.856 0.688
H 1.505 -0.836 0.825
*
```

## Properties
structure (SMILES): O[C@H]1CCOC1
calculated total energy: -8372.0060 eV
gap between HOMO and LUMO: 10.713 eV
E_LUMO: 0.88 eV
maximum force: 0.36 eV/Å